DFT (ωB97M-V/def2-TZVPD) results for a molecular structure, C42H48Cl3N3O2P2SY.

XYZ file:
```
102
Properties=species:S:1:pos:R:3:forces:R:3
Y -0.17843 -0.03866 0.08605 0.2 0.2 0.3
Cl -5.33426 0.00968 -0.12411 0.0 0.0 0.0
C -4.18577 -1.24754 -0.55918 0.0 0.1 0.1
Cl -4.47823 -2.70214 0.39722 0.0 0.0 0.0
Cl -4.33719 -1.61500 -2.29204 0.0 0.0 0.0
C -2.72819 -0.78536 -0.32182 0.2 0.1 0.1
O -1.81028 -1.63819 -0.49492 0.1 0.2 0.1
O -2.49863 0.39924 0.00991 0.1 -0.1 0.0
C -0.95674 -0.92299 -4.24001 0.1 0.0 -0.1
P 0.05846 -0.01227 -3.03047 -0.1 -0.2 0.2
C 1.45321 0.63826 -3.99064 -0.1 0.0 0.0
C 1.46462 1.91140 -4.55425 0.1 -0.1 0.0
C 2.56902 2.33649 -5.27983 0.0 0.0 0.0
C 3.65685 1.49360 -5.45608 0.0 0.0 0.0
C 3.64580 0.22002 -4.90413 0.0 0.0 0.0
C 2.55138 -0.20113 -4.16517 0.0 0.1 0.0
C -0.94252 1.45141 -2.59930 0.0 0.0 0.1
C -2.25451 1.62024 -3.03393 0.0 0.0 0.0
C -3.03497 2.65594 -2.53818 0.0 0.0 0.0
C -2.52160 3.54389 -1.60610 0.0 0.0 0.0
C -1.21420 3.39737 -1.16776 0.0 0.0 0.1
C -0.43293 2.35579 -1.65204 0.0 -0.1 0.0
H -1.83517 -1.33277 -3.74204 0.0 0.0 0.0
H -0.35108 -1.75404 -4.60227 0.0 0.0 0.0
H -1.24970 -0.31006 -5.09260 0.0 0.0 0.0
H 0.61600 2.57204 -4.42831 0.0 0.0 0.0
H 2.57705 3.32850 -5.71214 0.0 0.0 0.0
H 4.51599 1.82831 -6.02215 0.0 0.0 0.0
H 4.49327 -0.43942 -5.03871 0.0 0.0 0.0
H 2.55150 -1.18888 -3.71653 0.0 0.0 0.0
H -2.68240 0.93551 -3.75379 0.0 0.0 0.0
H -4.05492 2.76450 -2.88326 0.0 0.0 0.0
H -3.13634 4.34708 -1.22339 0.0 0.0 0.0
H -0.79547 4.09035 -0.44930 0.0 0.0 0.0
H 0.60135 2.28209 -1.31718 0.1 0.0 -0.1
C 6.52253 -0.91271 2.12891 0.0 0.0 0.0
C 5.99100 -1.66760 3.34562 0.0 0.0 0.0
C 4.53625 -1.36942 3.70734 0.1 0.0 0.0
C 3.51022 -1.84526 2.68745 0.0 0.0 0.1
N 3.44732 -0.91671 1.55095 -0.1 -0.2 0.0
C 2.79317 -0.98870 0.40499 0.1 0.4 0.1
S 2.57461 0.45949 -0.50811 -0.1 0.1 0.0
N 2.26067 -2.11233 -0.12532 -0.1 -0.1 0.0
C 2.62617 -3.50850 0.15784 0.1 -0.1 0.0
C 4.06917 -3.86778 -0.18796 0.0 0.0 0.0
C 4.43942 -3.74104 -1.67093 0.0 0.0 0.0
C 4.85868 -2.33776 -2.11157 0.0 -0.1 0.0
H 7.59108 -1.08817 2.00719 0.0 0.0 0.0
H 6.37551 0.16462 2.24106 0.0 0.0 0.0
H 6.03011 -1.22191 1.20527 0.0 0.0 0.0
H 6.61035 -1.42463 4.21116 0.0 0.0 0.0
H 6.10105 -2.74511 3.18689 0.0 0.0 0.0
H 4.40221 -0.29474 3.87851 0.0 0.0 0.0
H 4.29873 -1.85352 4.65621 0.0 0.0 0.0
H 2.51913 -1.89779 3.14342 0.0 0.0 -0.1
H 3.78415 -2.84137 2.35355 0.0 -0.1 -0.1
H 3.67854 0.03773 1.79066 0.0 0.0 -0.1
H 1.99732 -1.95306 -1.08984 0.0 0.0 0.0
H 1.95227 -4.11655 -0.44768 0.0 0.0 0.0
H 2.39702 -3.74070 1.19235 0.0 0.0 0.1
H 4.20590 -4.90410 0.13122 0.0 0.0 0.0
H 4.76336 -3.26658 0.40784 0.0 0.0 0.0
H 3.60753 -4.10288 -2.28558 0.0 0.0 0.0
H 5.26970 -4.42070 -1.86944 0.0 0.0 0.0
H 4.05679 -1.60186 -2.04136 0.0 0.0 0.0
H 5.20035 -2.35242 -3.14735 0.0 0.0 0.0
H 5.68759 -1.97581 -1.49907 0.0 0.0 0.0
N 0.34164 -0.01247 2.13591 -0.4 -0.4 -0.7
P -0.28355 -0.59864 3.44407 -0.1 -0.2 -0.3
C -0.07496 -2.40888 3.59883 0.0 0.2 0.1
C 0.08942 -3.04765 4.82597 0.0 0.0 0.0
C 0.15657 -4.43263 4.89651 0.0 0.0 0.0
C 0.04286 -5.19553 3.74185 0.0 0.1 0.0
C -0.11275 -4.56387 2.51586 0.0 0.0 -0.1
C -0.15818 -3.17773 2.44258 0.1 -0.3 0.0
C -2.08072 -0.37324 3.58766 0.2 0.2 0.0
C -2.54289 0.93240 3.41162 -0.1 0.0 0.0
C -3.90089 1.20352 3.45413 0.1 0.0 0.0
C -4.80600 0.17122 3.66787 0.0 -0.1 0.0
C -4.34952 -1.12703 3.84248 -0.1 0.0 0.0
C -2.98894 -1.40329 3.80512 0.0 0.0 0.0
C 0.40685 0.12444 4.94696 0.0 0.0 0.0
C -0.25327 0.06267 6.17335 0.1 0.1 0.0
C 0.33629 0.61579 7.30108 -0.1 0.0 0.0
C 1.57522 1.23560 7.20563 0.0 0.0 0.0
C 2.22504 1.31654 5.98171 0.0 0.0 0.0
C 1.63905 0.76381 4.85126 0.0 0.0 0.1
H 0.17021 -2.46334 5.73331 0.0 0.0 0.0
H 0.29041 -4.91569 5.85568 0.0 0.0 0.0
H 0.07897 -6.27558 3.79573 0.0 0.0 0.0
H -0.19909 -5.15170 1.60998 0.0 0.0 0.0
H -0.23125 -2.71718 1.46240 -0.2 0.1 0.1
H -1.83105 1.73142 3.23745 0.0 0.0 0.0
H -4.25297 2.21767 3.31652 0.0 0.0 0.0
H -5.86759 0.37917 3.69440 0.0 0.0 0.0
H -5.05364 -1.93294 4.00494 0.0 0.0 0.0
H -2.64487 -2.42194 3.93955 0.0 0.0 0.0
H -1.23161 -0.39851 6.24208 0.0 0.0 0.0
H -0.17722 0.57205 8.25262 0.0 0.0 0.0
H 2.02810 1.66969 8.08748 0.0 0.0 0.0
H 3.18113 1.81894 5.90662 0.0 0.0 0.0
H 2.10853 0.83946 3.87720 0.0 0.0 0.0
```
Positions in Å, forces in eV/Å.

The calculation puts the LUMO energy at -2.22 eV. The charge is +1. The value obtained for the relative energy (zero: lowest compared OMol25 entry of this formula, charge and spin) is 16.9 kJ/mol. The total energy is -120922.178 eV. The HOMO-LUMO gap is 8.6030 eV.


DFT (ωB97M-V/def2-TZVPD) results for a molecular structure, C42H48N7O6P3S3Sn.

XYZ file:
```
110
Properties=species:S:1:pos:R:3:forces:R:3
Sn 0.02244 0.13831 -0.09958 0.4 0.0 0.1
C 0.01130 5.38307 -3.47314 0.0 0.0 0.0
N 0.52791 4.21583 -2.77696 0.0 0.0 -0.1
C 1.85150 3.94509 -2.56394 0.0 0.0 0.0
C 1.88806 2.77587 -1.86054 -0.1 0.0 0.0
N 0.61604 2.33206 -1.63467 0.4 0.0 0.2
C -0.18599 3.21274 -2.19427 -0.2 0.0 -0.1
P -2.00259 3.18321 -2.19965 0.1 -0.1 0.1
C -2.27377 1.45452 -2.69261 0.0 0.0 -0.1
N -1.35424 0.56824 -3.01300 0.0 0.0 0.0
C -2.03040 -0.51789 -3.49598 0.0 0.0 0.1
C -3.37454 -0.28025 -3.47009 0.0 -0.1 0.0
N -3.52686 0.98212 -2.96268 -0.1 0.1 0.1
C -4.77897 1.66951 -2.70914 0.1 0.0 0.0
C -2.22662 3.14036 -0.39083 0.0 0.1 -0.1
N -1.69478 2.26096 0.43669 -0.1 0.1 0.1
C -1.90309 2.74622 1.69523 0.0 -0.1 0.0
C -2.57245 3.93303 1.63081 0.0 0.0 0.0
N -2.77564 4.18455 0.30123 -0.1 -0.1 -0.1
C -3.49646 5.33023 -0.22626 0.0 0.0 0.1
H 0.80161 5.79347 -4.09593 0.0 0.0 0.0
H -0.31388 6.14716 -2.76730 0.0 0.0 0.0
H -0.82666 5.10337 -4.10591 0.0 0.0 0.0
H 2.63116 4.59192 -2.92815 0.0 0.0 0.0
H 2.74350 2.23292 -1.50784 0.1 0.0 0.0
H -1.50941 -1.41468 -3.78907 0.0 0.0 0.0
H -4.21750 -0.89618 -3.73332 0.0 0.0 0.0
H -5.60140 0.98240 -2.88774 0.0 0.0 0.0
H -4.88939 2.53070 -3.36905 0.0 0.0 0.0
H -4.82418 2.00710 -1.67347 0.0 0.0 0.0
H -1.55045 2.22407 2.56766 0.0 0.0 0.0
H -2.91946 4.60179 2.40017 0.0 0.0 0.0
H -4.51759 5.33883 0.15310 0.0 0.0 0.0
H -3.52289 5.27092 -1.31038 0.0 0.0 0.0
H -3.00340 6.25570 0.06868 0.0 0.0 0.0
S 1.43904 1.46892 1.72478 -0.2 0.1 -0.1
C 1.49829 -0.07887 2.64348 0.0 -0.1 0.2
N 1.43436 -1.19502 1.68336 -0.3 -0.1 0.0
C 2.02982 -2.23244 2.13491 0.2 0.0 -0.1
C 2.22474 -3.48535 1.42572 0.0 0.0 -0.1
C 3.16929 -4.33096 1.85882 0.1 0.0 0.1
C 4.02225 -4.03926 3.01165 0.0 -0.1 -0.1
C 3.78885 -2.98707 3.79408 0.0 0.0 0.0
C 2.62019 -2.09486 3.53710 0.1 0.0 0.1
S 3.12986 -0.34399 3.46904 -0.2 0.0 0.0
H 1.63932 -3.68654 0.54243 0.1 0.0 0.2
H 3.33760 -5.25487 1.31873 0.0 0.0 0.0
H 4.85658 -4.69839 3.21836 0.0 0.0 0.0
H 4.40360 -2.77095 4.66075 0.0 0.0 0.0
C -6.88643 -3.53026 -0.19143 0.1 0.0 0.0
C -5.39123 -3.50716 -0.38046 -0.1 0.0 0.0
C -4.68528 -2.30952 -0.35847 0.0 0.0 -0.1
C -3.30590 -2.29021 -0.51417 0.0 0.0 -0.2
C -2.61697 -3.47760 -0.70484 0.0 -0.1 0.2
C -3.30761 -4.68268 -0.74674 0.0 0.1 0.0
C -4.68373 -4.69078 -0.58589 0.0 0.0 0.0
S -0.83656 -3.50547 -0.64056 0.1 0.1 -0.2
O -0.55797 -3.66511 0.78178 -0.1 0.0 -0.1
O -0.38540 -4.60288 -1.46801 -0.1 0.0 0.0
O -0.42152 -2.18346 -1.15159 0.0 -0.2 0.0
H -7.23246 -2.62752 0.31223 0.0 0.0 0.0
H -7.18936 -4.39138 0.40489 0.0 0.0 0.0
H -7.40431 -3.59963 -1.15128 0.0 0.0 0.0
H -5.22432 -1.37881 -0.20777 0.0 0.0 0.0
H -2.75272 -1.35947 -0.48642 0.0 0.0 0.0
H -2.75255 -5.59900 -0.90296 0.0 0.0 0.0
H -5.22236 -5.63190 -0.61059 0.0 0.0 0.0
C -2.76373 -3.04826 2.80326 0.1 0.0 -0.1
P -1.92241 -1.46519 2.38542 0.0 0.1 0.4
C -3.06889 -0.35142 3.31116 0.0 0.0 -0.1
C -2.99101 -0.10224 4.67992 0.1 0.0 0.0
C -3.92182 0.71833 5.30238 0.0 0.0 0.0
C -4.96215 1.27740 4.57040 0.0 0.0 0.0
C -5.06484 1.01709 3.21129 0.1 0.0 0.0
C -4.11499 0.22049 2.58732 0.0 0.0 0.0
C -0.49036 -1.49486 3.49303 0.1 0.2 -0.2
C 0.11637 -2.59304 3.92184 -0.1 -0.2 0.2
C 1.45253 -2.42167 4.62275 0.0 0.1 -0.1
C 1.31438 -1.28656 5.60869 0.1 -0.1 0.0
C 0.75956 -0.17929 5.14698 0.0 0.1 -0.1
C 0.28045 -0.18997 3.71043 0.1 -0.2 -0.1
H -2.81568 -3.15518 3.88776 0.0 0.0 0.0
H -2.22681 -3.88376 2.35791 0.0 0.1 0.0
H -3.77168 -3.01697 2.39044 0.0 0.0 0.0
H -2.19207 -0.55215 5.26100 0.0 0.0 0.0
H -3.84123 0.91530 6.36442 0.0 0.0 0.0
H -5.68992 1.91179 5.06105 0.0 0.0 0.0
H -5.87591 1.44656 2.63575 0.0 0.0 0.0
H -4.17342 0.03966 1.51828 0.0 0.0 0.0
H -0.27416 -3.58870 3.74356 0.1 0.0 0.0
H 1.74857 -3.34452 5.11568 0.0 0.0 0.0
H 1.71099 -1.38410 6.61141 0.0 0.0 0.0
H 0.66243 0.72592 5.73327 0.0 0.0 0.0
H -0.35804 0.67026 3.52841 0.0 0.0 -0.1
C 2.00492 -0.64691 -3.51802 -0.1 0.1 0.0
O 3.17006 -0.37283 -2.71992 0.0 0.0 0.2
P 2.96026 -0.63566 -1.11309 -0.1 0.0 -0.4
O 4.43368 -0.18187 -0.63295 0.0 -0.1 0.1
C 4.76966 1.15490 -0.26912 -0.1 0.0 0.0
O 3.12426 -2.22425 -0.98258 0.0 0.2 0.0
C 4.32180 -2.91248 -1.35632 0.0 0.0 0.0
H 2.33845 -0.73860 -4.54825 0.0 0.0 0.0
H 1.27911 0.16675 -3.43734 0.0 0.0 0.0
H 1.51950 -1.57707 -3.21262 0.0 0.0 0.0
H 4.00875 1.58601 0.38254 0.0 0.0 0.0
H 4.90050 1.76880 -1.16371 0.0 0.0 0.0
H 5.71570 1.10466 0.26418 0.0 0.0 0.0
H 4.03119 -3.92476 -1.62824 0.0 0.0 0.0
H 5.00715 -2.93879 -0.51014 0.0 0.0 0.0
H 4.80726 -2.42790 -2.20276 0.0 0.0 0.0
```
Positions in Å, forces in eV/Å.

The calculation puts the LUMO energy at 0.15 eV. The value obtained for the relative energy (zero: lowest compared OMol25 entry of this formula, charge and spin) is 389.1 kJ/mol. The total energy is -133252.946 eV. The HOMO-LUMO gap is 7.1912 eV.


> What is the HOMO-LUMO gap in the first record?

8.6030 eV


> What is the formula in the second record?

C42H48N7O6P3S3Sn